1.
{
  "formula": "C2H3N2P",
  "method": "wB97M-V/def2-TZVPD",
  "charge": 0,
  "largest_force_ha_per_bohr": 0.04621,
  "e_above_lowest_kcal_mol": 115.4,
  "smiles": "C1=C2NN[P@H]=12",
  "elements": ["C", "C", "N", "N", "P", "H", "H", "H"],
  "positions_angstrom": [[0.971, 1.117, -0.034], [2.187, 1.003, 0.314], [-0.400, 0.962, -0.165], [-0.217, -0.455, 0.270], [1.510, -0.784, -0.113], [-0.822, 0.944, -1.118], [-0.688, -0.562, 1.143], [1.138, -0.692, -1.406]],
  "forces_ev_per_angstrom": [[0.570, 2.173, -0.338], [-0.945, -0.064, -0.739], [0.711, -1.094, 0.536], [-1.323, -0.514, -1.383], [-0.316, -0.313, 2.334], [0.952, 0.161, 0.708], [0.272, -0.217, 0.784], [0.080, -0.131, -1.902]]
}



2.
{
  "formula": "C2H3N3",
  "method": "wB97M-V/def2-TZVPD",
  "charge": 0,
  "largest_force_ha_per_bohr": 0.02167,
  "e_above_lowest_kcal_mol": 130.2,
  "elements": ["N", "C", "C", "N", "N", "H", "H", "H"],
  "positions_angstrom": [[-1.478, -0.267, 0.150], [0.524, 1.216, -0.293], [0.946, -0.036, -0.089], [0.505, -1.273, -0.025], [-0.863, -1.337, -0.004], [-2.481, -0.499, 0.072], [0.820, 2.005, 0.410], [2.027, 0.192, -0.222]],
  "forces_ev_per_angstrom": [[0.440, -0.175, 0.039], [-0.957, -0.472, 0.319], [0.161, 0.185, -0.248], [0.176, 0.068, -0.106], [0.061, 0.716, 0.089], [0.365, 0.411, -0.082], [-0.529, -0.103, -0.123], [0.284, -0.631, 0.113]]
}



3.
{
  "formula": "C2H3N3",
  "method": "wB97M-V/def2-TZVPD",
  "charge": 0,
  "largest_force_ha_per_bohr": 0.34023,
  "e_above_lowest_kcal_mol": 97.9,
  "smiles": "[H]/N=C(/N)C#N",
  "elements": ["C", "C", "H", "H", "H", "N", "N", "N"],
  "positions_angstrom": [[0.109, -0.275, 0.200], [-1.200, -0.433, 0.299], [-0.236, 1.847, -0.122], [1.529, 1.200, -0.407], [0.632, -2.077, 0.376], [0.483, 1.151, 0.066], [1.111, -1.189, -0.202], [-2.428, -0.225, -0.212]],
  "forces_ev_per_angstrom": [[10.168, 1.991, -3.645], [-16.783, 1.291, -4.771], [0.440, -0.415, -0.231], [-3.902, 0.144, 1.588], [1.879, 1.965, -2.438], [2.846, -3.018, -0.757], [-6.164, 0.334, 4.873], [11.516, -2.290, 5.381]]
}



4.
{
  "formula": "C2H3N3",
  "method": "wB97M-V/def2-TZVPD",
  "charge": 0,
  "largest_force_ha_per_bohr": 0.15054,
  "e_above_lowest_kcal_mol": 155.8,
  "elements": ["C", "C", "N", "N", "N", "H", "H", "H"],
  "positions_angstrom": [[1.011, -0.491, 0.244], [-1.229, 0.674, -0.882], [-0.269, -0.352, -0.539], [-1.936, 0.267, -0.072], [1.519, -0.699, 1.392], [1.140, -0.069, -0.767], [-1.198, 1.497, -1.514], [0.962, -0.829, 2.138]],
  "forces_ev_per_angstrom": [[-2.340, 1.991, 0.920], [5.173, 1.873, -2.832], [-1.946, -1.230, 1.515], [-4.304, -3.612, 5.325], [1.753, 0.786, -6.174], [4.178, -0.480, -0.309], [0.379, 1.253, -1.503], [-2.892, -0.580, 3.059]]
}



5.
{
  "formula": "C2H3N3O",
  "method": "wB97M-V/def2-TZVPD",
  "charge": 0,
  "largest_force_ha_per_bohr": 0.02993,
  "e_above_lowest_kcal_mol": 103.0,
  "elements": ["O", "C", "N", "N", "C", "N", "H", "H", "H"],
  "positions_angstrom": [[-1.136, -1.168, 1.633], [-0.386, -0.306, 0.965], [0.791, -0.420, 0.549], [1.228, 0.083, -0.559], [-0.390, 1.136, -1.098], [-1.274, 0.800, -0.354], [-1.012, -2.062, 1.269], [2.234, 0.265, -0.429], [-0.056, 1.671, -1.976]],
  "forces_ev_per_angstrom": [[-0.099, 0.248, -0.248], [-0.111, 0.163, -1.168], [-0.483, -0.043, 0.204], [-0.447, 0.431, -0.035], [0.646, -0.917, 1.054], [1.390, -0.432, 0.120], [-0.044, 0.310, 0.143], [-0.535, 0.370, -0.362], [-0.318, -0.130, 0.294]]
}



6.
{
  "formula": "C2H3N3O",
  "method": "wB97M-V/def2-TZVPD",
  "charge": 0,
  "largest_force_ha_per_bohr": 0.12321,
  "e_above_lowest_kcal_mol": 71.4,
  "smiles": "[H]/N=c1/nc[nH]o1",
  "elements": ["C", "C", "H", "H", "H", "N", "N", "N", "O"],
  "positions_angstrom": [[-0.545, -0.750, -0.245], [0.639, 0.363, 1.096], [-1.321, -1.488, -1.761], [1.098, 0.907, 1.860], [0.676, 2.055, -0.093], [-1.448, -1.538, -0.698], [-0.079, -0.664, 0.964], [0.808, 0.986, -0.125], [0.173, 0.129, -0.998]],
  "forces_ev_per_angstrom": [[-1.783, -1.658, -2.831], [-0.312, 1.145, -2.744], [-0.950, 0.110, 1.669], [0.449, -0.097, 1.872], [-0.327, -2.253, -1.101], [1.815, 0.466, -1.833], [0.167, -1.145, 6.229], [1.258, 1.258, 1.333], [-0.316, 2.174, -2.594]]
}



7.
{
  "formula": "C2H3N3O",
  "method": "wB97M-V/def2-TZVPD",
  "charge": 0,
  "largest_force_ha_per_bohr": 0.00758,
  "e_above_lowest_kcal_mol": 24.9,
  "smiles": "Oc1cn[nH]n1",
  "elements": ["O", "C", "N", "N", "N", "C", "H", "H", "H"],
  "positions_angstrom": [[0.923, 0.924, 1.516], [0.287, 0.354, 0.477], [-0.528, 0.944, -0.382], [-0.841, -0.061, -1.212], [-0.334, -1.240, -0.919], [0.410, -1.007, 0.149], [0.718, 1.865, 1.581], [-1.607, -0.004, -1.865], [0.971, -1.776, 0.654]],
  "forces_ev_per_angstrom": [[-0.069, 0.249, -0.024], [-0.061, -0.214, -0.160], [0.214, -0.261, 0.196], [-0.242, -0.085, 0.018], [0.019, 0.185, 0.190], [0.053, -0.111, 0.034], [-0.117, -0.048, -0.160], [0.205, 0.262, 0.023], [-0.001, 0.023, -0.116]]
}



8.
{
  "formula": "C2H3N3O",
  "method": "wB97M-V/def2-TZVPD",
  "charge": 0,
  "largest_force_ha_per_bohr": 0.04633,
  "e_above_lowest_kcal_mol": 52.7,
  "smiles": "Oc1cn[nH]n1",
  "elements": ["O", "C", "C", "N", "N", "N", "H", "H", "H"],
  "positions_angstrom": [[1.966, 0.193, -0.223], [0.663, -0.028, -0.030], [-0.320, 0.996, 0.120], [-1.443, 0.431, 0.415], [-1.221, -0.941, 0.362], [0.102, -1.202, 0.054], [2.406, -0.669, -0.245], [-0.256, 2.060, -0.023], [-1.898, -0.839, -0.431]],
  "forces_ev_per_angstrom": [[0.069, -0.245, 0.041], [-0.291, -0.255, -0.011], [0.024, 0.258, 0.419], [0.472, 1.092, 0.261], [-0.607, 0.864, -0.237], [-0.147, 0.442, -0.456], [0.025, 0.093, -0.068], [0.267, 0.121, 0.196], [0.189, -2.370, -0.146]]
}



9.
{
  "formula": "C2H3N3O",
  "method": "wB97M-V/def2-TZVPD",
  "charge": 0,
  "largest_force_ha_per_bohr": 0.09858,
  "e_above_lowest_kcal_mol": 89.0,
  "smiles": "On1ccnn1",
  "elements": ["C", "C", "H", "H", "H", "N", "N", "N", "O"],
  "positions_angstrom": [[0.106, -1.053, 0.223], [0.859, -0.951, -0.869], [-1.051, -0.143, 2.142], [-0.099, -1.678, 1.136], [1.314, -1.838, -1.386], [-0.346, 0.220, 0.449], [0.790, 0.321, -1.372], [-0.017, 0.948, -0.524], [-1.118, 0.658, 1.514]],
  "forces_ev_per_angstrom": [[-1.520, -0.272, 4.828], [1.231, -1.840, -2.438], [-0.283, 1.897, -1.167], [0.635, -0.260, -1.792], [-0.154, 1.474, 0.516], [0.302, -2.234, -0.572], [-1.464, -0.885, 1.592], [0.738, 3.873, -1.431], [0.517, -1.753, 0.463]]
}



10.
{
  "formula": "C2H3N3O",
  "method": "wB97M-V/def2-TZVPD",
  "charge": 0,
  "largest_force_ha_per_bohr": 0.00576,
  "e_above_lowest_kcal_mol": 11.4,
  "smiles": "Oc1nc[nH]n1",
  "elements": ["O", "C", "N", "N", "C", "N", "H", "H", "H"],
  "positions_angstrom": [[2.228, 0.034, 0.126], [0.879, 0.007, 0.079], [0.160, 1.023, 0.513], [-1.095, 0.559, 0.344], [-1.072, -0.680, -0.173], [0.171, -1.068, -0.359], [2.574, 0.242, -0.751], [-1.880, 1.134, 0.607], [-1.966, -1.253, -0.387]],
  "forces_ev_per_angstrom": [[0.007, 0.074, -0.157], [-0.120, 0.143, 0.042], [0.148, -0.247, -0.069], [-0.187, -0.074, -0.011], [-0.050, 0.063, 0.029], [-0.036, 0.191, 0.082], [-0.001, -0.120, 0.115], [0.092, -0.125, -0.047], [0.147, 0.095, 0.016]]
}



11.
{
  "formula": "C2H3N3O",
  "method": "wB97M-V/def2-TZVPD",
  "charge": 0,
  "largest_force_ha_per_bohr": 0.01436,
  "e_above_lowest_kcal_mol": 88.6,
  "smiles": "[H]/N=C1/NO1.C#N",
  "elements": ["O", "C", "N", "C", "N", "N", "H", "H", "H"],
  "positions_angstrom": [[1.987, -0.854, 0.494], [0.953, -0.389, -0.187], [0.313, -0.448, -1.259], [-1.843, 0.874, -0.010], [-1.793, 1.004, 1.132], [1.044, 0.248, 1.034], [0.730, -1.098, -1.921], [-1.804, 0.708, -1.068], [0.447, -0.230, 1.718]],
  "forces_ev_per_angstrom": [[0.097, -0.174, -0.134], [-0.177, -0.049, -0.380], [0.391, -0.029, 0.364], [-0.030, 0.094, 0.671], [-0.131, -0.075, -0.723], [-0.138, 0.078, 0.053], [0.048, -0.012, 0.094], [-0.082, 0.091, 0.161], [0.022, 0.075, -0.106]]
}



12.
{
  "formula": "C2H3N3O",
  "method": "wB97M-V/def2-TZVPD",
  "charge": 0,
  "largest_force_ha_per_bohr": 0.04835,
  "e_above_lowest_kcal_mol": 69.7,
  "elements": ["O", "C", "C", "N", "N", "N", "H", "H", "H"],
  "positions_angstrom": [[-1.636, 0.985, -1.066], [-0.774, 0.339, -0.421], [-0.503, -0.787, 0.377], [0.830, -0.679, 0.656], [1.436, 0.369, 0.139], [0.434, 0.960, -0.505], [-0.055, 1.730, -1.133], [-1.117, -1.595, 0.738], [1.384, -1.322, 1.215]],
  "forces_ev_per_angstrom": [[-1.065, -0.916, 0.314], [-0.387, -0.007, -0.097], [-0.139, -0.026, -0.022], [0.040, 0.177, -0.100], [-0.363, 0.229, -0.248], [-0.550, -0.049, -0.114], [2.422, 0.150, 0.541], [0.171, 0.098, -0.019], [-0.130, 0.344, -0.254]]
}